(1)
Entry from the Open Molecules 2025 dataset: C32H55HgN2P as an isolated structure (wB97M-V/def2-TZVPD).

Values from the calculation:
relative energy (zero: lowest compared OMol25 entry of this formula, charge and spin): 0.0 kcal per mole
net charge: +1
spin multiplicity: 2
⟨S²⟩: 0.756
lowest unoccupied orbital energy (alpha / beta): -0.06556 / -0.14161 hartree

Geometry as XYZ:
```
91
Properties=species:S:1:pos:R:3:forces:R:3
Hg -0.669 1.679 -0.136 -0.1319 -0.1779 0.2999
P -2.065 -0.743 -0.696 0.2746 0.2882 -0.2162
N -1.071 1.708 2.569 0.0486 0.0898 -0.2445
N -0.837 4.475 0.356 0.0180 -0.2908 0.0185
C 1.076 -2.028 3.074 -0.0336 0.0281 -0.0601
C 2.653 -3.198 1.526 -0.1125 -0.0059 0.0075
C -3.060 -1.638 0.618 0.1118 0.1200 0.0537
C -0.672 -4.057 -2.627 -0.0354 0.0229 0.0200
C -2.052 -1.899 1.745 -0.0450 0.0008 -0.0768
C -0.281 4.823 1.673 -0.1370 -0.0682 -0.0478
C 1.270 -2.973 -1.754 0.0346 -0.0317 0.0354
C 0.510 -1.940 -1.196 0.1325 -0.0498 -0.1171
C -2.170 0.081 -3.311 -0.0211 -0.0285 0.0232
C -4.284 -1.064 -2.594 0.0203 0.0514 -0.0053
C 1.305 -0.862 -0.519 -0.0206 0.1152 0.0240
C 5.435 1.056 1.321 -0.0264 0.0417 -0.0632
C 2.892 -0.245 -3.473 -0.1019 -0.0672 0.0204
C 1.425 -2.278 1.604 0.0350 0.0254 0.0094
C 1.702 -1.006 0.820 0.0050 -0.0724 0.0061
C -1.441 -3.044 -2.085 0.0610 -0.0087 0.0297
C -0.579 2.848 3.361 -0.0519 0.1459 -0.1323
C -3.133 -0.160 -2.143 0.0753 0.0027 0.1066
C 1.811 0.207 -1.283 0.0285 -0.0580 -0.0173
C -1.079 4.193 2.819 0.1133 -0.1527 -0.0690
C -3.692 -2.971 0.216 -0.0139 0.0291 0.0540
C 2.531 -0.045 1.390 -0.0403 0.0689 0.0541
C 1.307 1.684 -3.308 -0.0539 -0.0759 0.0445
C 3.818 2.508 2.573 -0.0120 0.0061 -0.0713
C 0.702 -4.023 -2.450 0.0124 -0.0054 -0.0008
C 1.619 0.276 -2.790 0.0723 0.1403 0.0236
C -3.740 1.192 -1.734 0.0012 -0.0071 -0.0292
C 4.151 1.890 1.217 -0.0014 -0.0660 0.1042
C 2.664 1.129 -0.674 -0.0177 -0.0291 0.0095
C -4.142 -0.680 1.126 0.0069 -0.0435 0.0211
C 3.046 1.017 0.657 0.0644 -0.0179 -0.1263
C -0.884 -1.981 -1.360 -0.2641 -0.1233 -0.0436
H 1.965 -1.767 3.651 -0.0192 0.0175 0.0080
H 3.735 0.406 -3.239 0.0108 -0.0071 -0.0216
H -5.022 -1.213 -1.807 -0.0042 -0.0072 -0.0006
H -1.798 4.794 0.282 0.0163 0.0249 -0.0095
H 2.190 2.324 -3.277 -0.0188 0.0172 0.0065
H -1.093 4.901 3.648 -0.0403 -0.0140 0.0250
H 0.349 -1.221 3.189 0.0246 -0.0425 0.0359
H 0.596 -2.803 1.126 0.0272 0.0410 0.0337
H -3.731 0.307 1.360 -0.0235 0.0100 -0.0141
H 5.304 0.250 2.047 0.0217 -0.0040 0.0018
H -4.426 1.102 -0.893 -0.0115 0.0207 -0.0033
H 0.655 -2.930 3.519 0.0114 -0.0002 0.0186
H -4.425 -2.869 -0.581 0.0098 -0.0185 -0.0163
H -2.509 -3.080 -2.226 -0.0172 -0.0435 0.0048
H -0.883 2.771 4.408 0.0167 -0.1031 0.0109
H -1.322 0.696 -3.000 0.0148 0.0246 -0.0374
H -1.474 -1.001 1.976 -0.0268 -0.0602 0.0118
H -2.579 -2.211 2.650 -0.0223 -0.0108 -0.0153
H -4.212 -3.374 1.090 -0.0013 -0.0026 -0.0097
H -4.573 -1.090 2.042 -0.0100 0.0043 -0.0044
H 2.345 -2.941 -1.630 0.0041 0.0264 -0.0101
H 0.750 4.469 1.695 0.0939 0.0081 0.0321
H 2.838 -0.168 2.422 0.0534 -0.0453 -0.0245
H -1.784 -0.852 -3.719 0.0077 0.0027 -0.0100
H -2.115 4.068 2.487 -0.0683 0.0890 0.1342
H 3.141 -1.251 -3.135 0.0009 -0.0002 -0.0300
H 2.763 -0.270 -4.557 0.0189 0.0148 0.0015
H 0.520 2.166 -2.723 -0.0048 0.0190 -0.0051
H 0.971 1.634 -4.345 0.0484 0.0136 -0.0121
H -1.359 -2.694 1.469 -0.0297 0.0702 0.0281
H -0.314 4.933 -0.382 -0.0218 -0.0339 -0.0238
H 0.510 2.808 3.334 0.0544 0.0724 0.0330
H 3.532 -2.693 1.932 0.0004 -0.0124 0.0111
H 3.092 1.924 -1.277 -0.0004 0.0015 0.0192
H 5.688 0.605 0.360 0.0201 -0.0013 0.0068
H -4.793 -0.564 -3.423 -0.0129 -0.0167 0.0066
H 6.274 1.673 1.644 -0.0068 0.0011 0.0087
H -4.953 -0.560 0.409 0.0134 0.0310 -0.0012
H 4.630 3.159 2.898 -0.0101 -0.0068 0.0201
H 1.329 -4.807 -2.856 0.0029 0.0160 -0.0080
H -2.942 -3.702 -0.081 -0.0056 -0.0012 0.0098
H 0.795 -0.382 -3.069 -0.0430 -0.0087 0.0347
H -1.142 -4.864 -3.173 0.0001 0.0134 -0.0088
H 3.684 1.741 3.338 -0.0094 0.0008 -0.0022
H -2.067 1.585 2.717 -0.0076 -0.0365 -0.0005
H -0.618 0.847 2.855 0.0127 0.0345 0.0769
H 4.333 2.698 0.502 -0.0517 0.0123 -0.0058
H 2.908 3.103 2.520 -0.0886 0.0595 0.0253
H 2.872 -3.487 0.499 0.0253 0.0061 -0.0067
H -2.697 0.612 -4.108 -0.0037 0.0016 0.0179
H -0.260 5.907 1.810 0.0487 0.0167 0.0207
H -3.956 -2.032 -2.964 -0.0019 -0.0124 0.0103
H 2.479 -4.107 2.103 0.0271 0.0028 0.0050
H -4.298 1.600 -2.580 -0.0037 -0.0097 0.0103
H -2.966 1.916 -1.469 -0.0160 0.0284 -0.0327
```
Forces are in eV/Å.

---

(2)
Entry from the Open Molecules 2025 dataset: C32H55N4OP2Ru as an isolated structure at a distorted geometry (wB97M-V/def2-TZVPD).

Values from the calculation:
net charge: +3
spin multiplicity: 5
⟨S²⟩: 6.025
lowest unoccupied orbital energy (alpha / beta): -0.34075 / -0.45645 hartree

Geometry as XYZ:
```
95
Properties=species:S:1:pos:R:3:forces:R:3
Ru 0.248 0.402 0.707 -0.2236 0.9131 0.0714
P 2.063 1.633 -0.304 1.5274 1.0724 -1.0628
P -1.802 -0.882 0.865 -1.5558 -1.0487 -0.1116
O 1.501 0.025 3.522 -2.0272 0.9577 -4.7877
N 0.824 -1.566 -0.055 -2.2952 0.7477 -0.6724
N -0.424 0.527 -1.374 1.8369 2.9192 1.5653
N -0.903 2.365 2.808 -0.0817 0.4042 1.9089
N -0.687 2.217 1.505 0.2851 -1.5079 -2.3346
C 1.355 -3.293 -2.505 0.0433 0.4362 -0.1524
C 0.296 -3.585 -1.417 0.2016 -0.5552 -0.3608
C -1.766 4.145 1.845 -0.2083 0.3434 -0.2952
C -1.537 3.525 3.045 -0.2234 0.1642 0.7639
C -1.227 -0.477 -1.842 -0.9119 -1.6324 0.3608
C 2.679 -0.003 -2.459 -0.0754 -0.0107 -0.1786
C 2.907 3.088 0.612 -0.2002 -0.0954 0.6102
C -1.480 -1.596 -0.878 1.0125 0.5279 0.3694
C 0.919 -4.551 -0.385 0.1401 -0.2445 0.4925
C -0.619 -2.543 2.828 0.0565 -0.0861 0.0297
C 0.027 1.507 -2.211 0.3372 -0.7075 1.7216
C -1.940 -2.406 2.039 0.2395 0.2211 0.3320
C -0.390 1.547 -3.546 0.7861 1.0675 -0.1725
C -1.247 0.546 -4.033 -1.9166 -2.4870 -0.6121
C -1.238 3.299 0.895 -0.0661 -0.2494 0.7068
C -4.626 -0.980 0.270 -0.3043 -0.5657 0.2412
C -0.917 -4.252 -2.094 -0.4224 0.3102 0.0457
C 4.595 1.439 -1.792 0.0181 0.4326 0.0194
C -0.038 -2.240 -0.702 0.2592 -0.3769 -0.2474
C -1.652 -0.484 -3.183 0.0669 1.3039 -2.1332
C -3.050 -2.196 3.089 -0.2539 0.1519 0.0134
C 3.726 3.996 -0.330 -0.0382 0.1345 -0.4207
C -3.414 1.132 -0.278 0.2703 0.1945 -0.2444
C 3.860 -0.490 -0.308 0.3876 -0.0980 0.1554
C 3.791 2.506 1.735 0.1159 -0.1063 -0.0462
C 1.037 0.199 2.456 2.0288 -1.2259 4.4916
C 1.028 2.482 -1.639 -0.3173 -0.3659 0.0801
C -3.513 -0.024 0.743 0.1813 0.5745 -0.2431
C 1.823 3.958 1.278 -0.1082 0.0984 0.0270
C -2.212 -3.699 1.248 -0.0914 -0.0757 -0.2719
C -3.876 0.608 2.107 0.1696 0.4301 0.2664
C 3.395 0.640 -1.255 -0.5100 -0.4103 -0.1215
H -1.298 3.488 -0.160 0.3118 -0.4787 -0.1734
H -1.275 -4.144 0.881 -0.3684 0.1484 0.0861
H -3.565 0.788 -1.313 0.1332 0.0806 0.2736
H -0.030 2.346 -4.200 -0.1189 -0.2600 0.2590
H -2.272 5.086 1.678 0.1177 -0.1315 0.0614
H 4.320 3.336 2.239 -0.2536 -0.3599 -0.2074
H 3.558 -0.313 0.736 0.2202 -0.2448 -0.2478
H -2.882 -3.540 0.388 0.1095 -0.2169 0.4280
H -4.619 0.026 2.667 0.4073 0.1865 -0.1500
H -2.451 1.659 -0.215 -0.5560 -0.2182 -0.1147
H -2.982 0.741 2.735 -0.3642 0.0728 0.0174
H 3.740 5.019 0.090 0.0119 -0.5267 -0.1832
H -1.827 3.882 4.024 0.1930 -0.3629 0.0820
H 1.354 3.438 2.127 0.1926 0.2354 -0.2249
H -2.848 -1.314 3.720 -0.1433 -0.3847 -0.2185
H 5.277 1.778 -0.997 -0.3060 -0.1982 -0.3177
H -0.635 1.687 3.551 -0.1674 0.7133 -1.1889
H -2.299 -1.292 -3.538 0.2163 0.3184 0.0485
H -0.557 -3.578 3.216 0.0530 0.5210 -0.1016
H -0.603 -1.855 3.687 -0.0008 -0.2346 -0.2077
H 1.599 -4.218 -3.059 -0.1852 0.4043 0.3517
H -3.063 -3.082 3.751 0.0676 0.3794 -0.2986
H 3.448 -1.457 -0.647 0.2207 0.3728 0.3536
H -0.604 -5.202 -2.561 -0.0284 0.4892 0.2545
H 2.000 -4.648 -0.576 -0.4345 -0.0652 0.2216
H 5.176 0.781 -2.465 -0.3331 0.1834 0.3360
H -4.214 1.860 -0.048 0.3264 -0.3600 -0.2837
H 1.029 4.256 0.575 0.4255 0.1207 0.2870
H 1.748 -0.496 -2.146 0.3566 0.0644 -0.2181
H -2.691 -4.439 1.917 0.2466 0.3545 -0.3087
H 3.342 -0.774 -2.894 -0.2591 0.3796 0.1501
H 0.987 -2.544 -3.227 0.1510 -0.2911 0.1399
H 3.179 1.987 2.492 0.2866 0.1743 -0.2084
H 4.277 2.316 -2.383 0.2029 -0.4061 0.1971
H -4.307 1.610 1.921 0.1828 -0.4983 0.2634
H -5.349 -1.123 1.095 0.2999 -0.1082 -0.5633
H 0.270 -2.337 2.218 -0.1819 -0.3279 0.1622
H 4.966 -0.545 -0.335 -0.5841 -0.1279 0.0941
H 4.768 3.671 -0.451 -0.4830 0.1151 0.0675
H 0.782 -4.188 0.648 0.1794 -0.3055 -0.3738
H -1.580 0.565 -5.076 0.1442 -0.0212 0.5099
H 0.449 -5.548 -0.462 0.3288 0.4656 0.0567
H -5.181 -0.565 -0.590 0.3237 -0.1931 0.3841
H 0.498 3.283 -1.089 0.2047 -0.2521 -0.4136
H -1.338 -3.615 -2.891 0.1653 -0.2651 0.2041
H 2.304 4.880 1.653 -0.2791 -0.4834 -0.1028
H 2.457 0.732 -3.251 0.1009 -0.2480 0.2090
H 2.274 -2.905 -2.038 -0.2501 -0.1693 -0.2265
H 3.261 4.061 -1.329 0.2906 0.1681 0.3500
H 1.615 2.954 -2.445 -0.1413 -0.2025 0.4236
H -2.257 -2.275 -1.255 0.5781 -0.0038 0.2677
H -1.723 -4.487 -1.377 0.3548 0.0135 -0.2913
H 4.553 1.806 1.358 -0.2098 0.2686 0.1206
H -4.243 -1.974 -0.009 -0.2990 0.2820 -0.0121
H -4.054 -2.099 2.648 0.4112 -0.1214 0.1733
```
Forces are in eV/Å.

---

(3)
Entry from the Open Molecules 2025 dataset: C32H55NP2PtSi as an isolated structure at a distorted geometry (wB97M-V/def2-TZVPD).

Values from the calculation:
relative energy (zero: lowest compared OMol25 entry of this formula, charge and spin): 10.7 kcal per mole
net charge: +2
spin multiplicity: 5
⟨S²⟩: 6.108
lowest unoccupied orbital energy (alpha / beta): -0.26683 / -0.29556 hartree

Geometry as XYZ:
```
92
Properties=species:S:1:pos:R:3:forces:R:3
Pt -0.065 -0.615 -2.355 0.1452 1.0564 1.0917
P 1.231 1.335 -2.922 0.5933 -0.9529 -0.7979
P -1.916 0.516 -3.230 1.7914 -0.7720 3.0546
Si 1.958 4.164 1.849 0.3905 0.1907 1.1995
N 0.542 3.524 1.118 -0.1896 0.4398 -1.1200
C 2.258 5.862 1.093 -0.2552 -0.0832 -0.2101
C -1.447 1.263 -5.615 -2.1685 -0.9821 -1.2422
C -0.864 -0.572 0.714 1.2526 -0.1403 0.7161
C 2.954 0.532 -2.918 -0.0322 -1.2090 0.7001
C 1.688 4.340 3.702 0.0702 0.0872 -0.0395
C 3.411 2.996 1.578 0.0320 -0.0515 -0.1595
C -1.949 -2.617 -0.394 -0.4555 -0.3545 -0.0965
C -1.162 -1.113 -6.526 0.5679 -0.0403 0.5081
C -1.458 3.948 -0.160 0.2083 -0.2086 0.1559
C -3.604 3.871 0.954 0.2329 -0.0746 0.3555
C 0.978 2.122 -6.034 0.0575 -0.5750 -0.0158
C 0.869 0.458 2.314 0.1334 0.3335 0.3647
C 1.414 0.938 -5.090 1.6230 3.7113 0.7481
C 2.805 -1.320 0.647 0.2911 0.2296 -0.2394
C -0.860 -1.602 -0.309 2.0864 0.0180 -0.5967
C -2.844 3.995 -0.210 0.5387 0.1206 -0.0396
C -3.138 1.129 -1.998 -0.2285 0.1131 -0.0317
C 0.793 -0.314 -5.176 -0.2834 -1.7671 -0.6401
C 1.711 2.477 -1.543 0.3209 0.4841 -0.7140
C 0.381 -0.940 -6.460 -0.1901 -0.0520 -0.8456
C 1.041 -3.268 -0.960 0.2553 -0.1112 -0.5337
C 0.483 -0.286 1.073 0.6357 -0.6221 0.0967
C -1.985 -0.125 1.593 -0.3688 -0.1694 -0.3421
C -2.744 -1.182 -3.504 0.0689 0.0293 -0.4694
C -0.526 2.172 -3.027 -0.6249 -1.0863 -1.1917
C -1.579 3.623 2.270 0.0915 0.3632 -0.1940
C -1.842 -0.058 -5.712 -1.3141 2.2388 -2.3705
C 1.368 -1.078 0.324 -0.9463 0.4077 0.4569
C -0.486 1.974 -6.512 0.9953 0.7729 0.0836
C -0.761 3.704 1.076 -0.7468 -0.1317 0.6704
C 0.584 -1.884 -0.631 -2.5385 -0.0241 0.9599
C -2.961 3.733 2.195 0.3543 -0.1732 0.4039
H 0.584 1.520 2.239 0.2340 -0.3237 0.1360
H 3.085 1.956 1.431 0.0706 0.2780 0.0287
H 0.665 4.676 3.930 0.3586 0.0146 -0.0082
H 0.924 -3.932 -0.090 0.0477 0.1711 -0.1770
H -2.245 1.923 -5.242 0.1845 -0.2005 -0.2091
H -2.911 -2.188 -0.718 0.2555 -0.2264 0.2886
H -4.685 3.892 0.908 0.0479 0.0915 -0.0090
H -3.926 1.728 -2.510 0.4030 -0.3651 0.3962
H 2.987 6.434 1.687 -0.1817 -0.2139 -0.1369
H -0.815 4.140 -1.029 -0.4757 0.0478 0.4234
H -3.599 0.272 -1.476 0.0481 0.3314 -0.4120
H 2.391 5.084 4.103 -0.1812 -0.2066 0.0738
H 2.634 5.785 0.063 -0.0742 0.0487 0.2349
H 2.888 -1.849 1.616 -0.0777 0.2233 -0.3712
H -3.745 -1.000 -3.892 -0.1251 -0.0997 -0.0212
H -1.045 3.495 3.224 -0.4656 0.0187 -0.4876
H -2.951 -0.122 -5.759 0.6865 -0.3459 0.9594
H -2.168 -1.772 -4.227 -0.2455 0.1732 0.3134
H 3.332 -0.358 0.759 -0.0396 -0.3738 0.0013
H 2.778 2.356 -1.325 -0.3244 0.1845 -0.0247
H -2.053 0.980 1.648 0.0060 -0.5046 -0.0831
H -1.813 -0.481 2.632 0.0048 0.1731 -0.5488
H -3.340 4.130 -1.163 -0.0218 0.1667 0.0212
H 0.763 -0.990 -4.302 0.1945 0.1092 -0.2584
H -0.543 1.494 -7.497 0.1389 -0.1375 0.2894
H 1.662 2.239 -6.907 -0.4957 -0.3752 0.5350
H 4.012 3.294 0.709 -0.0856 -0.0881 0.1563
H -0.512 2.628 -4.031 -0.2896 0.2377 0.6666
H 1.137 2.305 -0.611 -0.0140 -0.0424 -0.5909
H 1.520 3.516 -1.863 0.0814 -0.2264 0.3207
H 3.687 1.249 -3.316 -0.4327 0.0840 0.0274
H -1.707 -3.471 -1.044 -0.0243 0.4057 0.0566
H 2.976 -0.373 -3.536 0.1169 0.1603 0.2196
H -2.638 1.759 -1.245 -0.1349 -0.1426 -0.4597
H 1.862 3.387 4.222 -0.0531 0.2212 -0.0696
H 0.875 -1.915 -6.608 -0.1649 0.3024 0.1054
H 3.253 0.292 -1.891 -0.0161 -0.1026 -0.1586
H 0.699 -0.302 -7.300 -0.0091 -0.2828 0.2845
H 2.103 -3.234 -1.228 -0.2456 -0.2855 -0.0436
H 4.067 3.015 2.461 -0.1759 0.0250 -0.2540
H -2.106 -3.049 0.613 -0.0094 0.2157 -0.3276
H 1.315 6.431 1.066 0.3161 -0.1109 0.0403
H -0.775 2.832 -2.158 -0.0845 -0.9512 -0.9191
H -3.532 3.714 3.131 0.0953 -0.0748 -0.5062
H -2.933 -0.558 1.250 0.1104 0.3166 0.1653
H -1.468 -2.112 -6.200 0.0571 0.0889 0.0074
H 3.326 -1.932 -0.110 -0.2687 0.3728 0.3410
H 1.113 3.066 -5.486 -0.1391 -0.2790 -0.0556
H 0.340 0.048 3.197 0.1910 0.1187 -0.4079
H 0.481 -3.695 -1.800 0.1738 -0.0176 0.2049
H 2.535 0.913 -5.240 -0.8846 -0.1184 0.6871
H -1.545 -1.019 -7.556 0.1113 0.0342 0.2110
H -2.808 -1.749 -2.564 0.0649 0.5766 -0.2094
H -0.900 2.978 -6.681 0.0726 -0.2262 0.1208
H 1.955 0.382 2.536 -0.7253 0.1146 -0.2427
```
Forces are in eV/Å.